A.
Computed, not measured: a cluster of 2 separate species, C4H11NO2 in total, with wB97M-V/def2-TZVPD.

```
18
Properties=species:S:1:pos:R:3:lowdin_spin:R:1
C 0.759 -2.615 -1.474 0.00
N 0.016 -1.374 -1.941 0.63
C -1.904 0.213 -1.506 0.01
C -0.591 -0.489 -0.988 0.10
C 0.426 0.560 -0.501 0.08
O 0.779 -2.754 -0.304 0.12
H 1.071 -3.264 -2.288 0.00
H -0.458 -1.460 -2.846 0.01
H -2.340 -0.546 -2.153 0.00
H -1.565 1.113 -2.008 0.00
H -2.633 0.354 -0.712 0.00
H -0.832 -1.079 -0.104 0.04
H 1.443 0.139 -0.447 0.00
H 0.411 1.479 -1.084 0.00
H 0.115 0.740 0.527 0.00
H 1.420 4.528 5.804 0.00
H 0.536 5.643 5.286 0.00
O 0.578 4.662 5.359 0.00
```

The value obtained for the HOMO energy (spin up / spin down) is -13.2 / -13.2 eV. The net charge is +1. The spin multiplicity is 2.

B.
Computed, not measured: a cluster of 2 separate species, C4H11NO2 in total, with wB97M-V/def2-TZVPD.

```
18
Properties=species:S:1:pos:R:3:lowdin_spin:R:1
C -0.746 3.406 1.137 0.00
C -0.356 2.269 0.216 0.00
O -0.590 1.831 -0.856 0.00
O 0.297 1.421 1.160 0.00
H -1.151 4.265 0.631 0.00
H 0.042 3.827 1.779 0.00
H -1.531 3.107 1.838 0.00
C -0.067 -1.704 -0.675 0.11
C 1.107 -2.128 -1.594 0.08
N 0.141 -2.429 0.585 0.72
H -0.077 -0.619 -0.492 0.00
H -1.039 -2.058 -1.066 0.03
H 1.459 -1.262 -2.160 0.01
H 0.627 -2.778 -2.331 0.00
H -0.112 -1.929 1.449 0.02
H 0.543 0.547 0.843 0.00
H -0.514 -3.220 0.596 0.02
H 1.968 -2.546 -1.061 0.00
```

The value obtained for the HOMO energy (spin up / spin down) is -14.2 / -14.2 eV. The net charge is +1. The spin multiplicity is 2.

C.
Computed, not measured: a cluster of 2 separate species, C4H11NO2 in total, with wB97M-V/def2-TZVPD.

```
18
Properties=species:S:1:pos:R:3:lowdin_spin:R:1
C 0.958 -1.506 1.262 0.10
N 1.026 -0.270 0.549 0.62
C 0.302 -0.155 -0.701 0.08
C -0.322 1.217 -0.903 0.04
C -0.124 1.760 -2.289 0.01
O 0.908 1.637 -2.885 0.02
H -0.045 -1.741 1.656 0.03
H 1.773 -1.571 1.980 0.00
H 1.041 -2.459 0.683 0.05
H 1.968 0.121 0.454 0.01
H -0.411 -1.016 -0.832 0.00
H 1.052 -0.309 -1.484 0.04
H -1.358 1.219 -0.546 0.00
H 0.062 1.964 -0.192 0.00
H -1.019 2.232 -2.716 0.00
H -2.281 -0.349 2.692 0.00
H -1.315 -0.514 1.537 0.00
O -2.216 -0.258 1.735 0.00
```

The value obtained for the HOMO energy (spin up / spin down) is -14.2 / -14.1 eV. The net charge is +1. The spin multiplicity is 2.

Which one sits at the top of the stability order? A does.

A.
Computed, not measured: the molecule C3H3ClN2O, with wB97M-V/def2-TZVPD.

```
10
Properties=species:S:1:pos:R:3:lowdin_charge:R:1
H 2.623 -1.647 0.015 0.03
N 2.759 -0.660 0.036 0.14
C 1.591 -0.174 -0.015 -0.49
N 0.346 -0.844 -0.048 0.09
C -0.670 0.124 0.007 -0.76
Cl -2.308 -0.296 0.003 0.73
C -0.099 1.321 0.021 -0.09
O 1.279 1.140 -0.029 0.05
H 0.128 -1.871 0.091 0.18
H -0.419 2.334 0.073 0.12
```

The value obtained for the HOMO energy is -8.4 eV. The SMILES is [H]/N=c1\[nH]c(Cl)co1.

B.
Computed, not measured: a structure of composition C3H3ClN2O, with wB97M-V/def2-TZVPD.

```
10
Properties=species:S:1:pos:R:3:lowdin_charge:R:1
C -0.050 0.174 0.544 -0.59
C 0.738 -0.227 -1.193 -0.85
C -0.573 -0.287 -1.449 -0.13
H 0.653 0.986 2.325 0.17
H -1.089 0.609 2.342 0.18
H -1.460 -1.060 -1.827 0.19
N -0.126 0.447 1.794 0.14
N 1.129 0.120 0.008 0.15
O -1.127 -0.061 -0.185 0.05
Cl 1.904 -0.700 -2.358 0.68
```

The value obtained for the HOMO energy is -8.3 eV.

Which one sits at the top of the stability order? A does.

A.
Computed, not measured: a structure of composition C34H50N12O3RuS3, with wB97M-V/def2-TZVPD.

```
103
Properties=species:S:1:pos:R:3:lowdin_charge:R:1
Ru -0.008 0.825 -0.024 0.89
N 0.361 1.860 -3.274 0.15
C 1.445 1.243 -2.674 -0.47
N 2.637 1.139 -3.241 0.04
N 3.388 0.509 -2.327 -0.06
N 2.687 0.252 -1.273 -0.08
N 1.430 0.695 -1.460 -0.11
C -0.528 2.591 -2.506 -0.48
N -1.288 3.570 -2.967 0.05
N -1.993 3.975 -1.894 -0.07
N -1.671 3.281 -0.854 -0.09
N -0.734 2.375 -1.212 -0.10
H 0.565 2.263 -4.175 0.14
C 5.848 -0.944 0.001 -0.10
C 6.284 0.299 0.771 -0.25
C 5.160 1.291 1.075 -0.19
C 4.155 0.825 2.123 -0.17
N 3.191 -0.112 1.553 0.03
C 2.181 -0.699 2.187 -0.74
S 0.711 -1.063 1.339 0.67
N 2.251 -1.084 3.459 0.04
C 3.429 -1.265 4.302 -0.18
C 4.514 -2.182 3.741 -0.19
C 4.047 -3.613 3.440 -0.24
C 3.679 -3.841 1.977 -0.10
H 6.707 -1.581 -0.217 0.07
H 5.378 -0.669 -0.945 0.05
H 5.125 -1.536 0.563 0.04
H 7.049 0.822 0.190 0.10
H 6.764 0.011 1.714 0.10
H 4.639 1.537 0.147 0.08
H 5.600 2.221 1.445 0.11
H 3.604 1.680 2.528 0.12
H 4.712 0.373 2.943 0.09
H 3.036 -0.010 0.543 0.05
H 1.402 -1.515 3.826 0.05
H 3.040 -1.706 5.221 0.12
H 3.852 -0.298 4.580 0.10
H 5.310 -2.197 4.491 0.11
H 4.953 -1.750 2.839 0.08
H 3.196 -3.858 4.085 0.09
H 4.842 -4.311 3.713 0.10
H 2.863 -3.194 1.650 0.05
H 3.371 -4.873 1.806 0.07
H 4.538 -3.641 1.333 0.07
O -1.706 1.033 1.469 -0.60
S -3.033 1.242 0.758 1.04
C -4.194 0.116 1.522 -0.37
C -3.763 -0.953 2.290 -0.06
C -4.715 -1.800 2.837 -0.07
C -6.069 -1.576 2.618 -0.07
C -6.483 -0.491 1.861 -0.07
C -5.541 0.369 1.316 -0.08
C -2.776 0.348 -0.774 -0.39
C -1.906 -0.744 -0.733 -0.18
C -1.380 -1.226 -1.923 -0.06
C -1.783 -0.669 -3.134 -0.07
C -2.706 0.363 -3.155 -0.06
C -3.192 0.902 -1.967 -0.09
H -2.703 -1.077 2.472 0.07
H -4.410 -2.645 3.440 0.08
H -6.802 -2.244 3.049 0.11
H -7.538 -0.307 1.703 0.11
H -5.849 1.231 0.735 0.11
H -1.654 -1.213 0.208 0.05
H -0.667 -2.040 -1.898 0.12
H -1.364 -1.038 -4.061 0.11
H -2.999 0.808 -4.097 0.12
H -3.799 1.798 -1.977 0.11
O 1.232 2.104 1.036 -0.25
N 1.362 3.289 0.436 -0.17
C 2.315 3.460 -0.495 -0.01
C 2.424 4.663 -1.155 -0.02
C 1.544 5.691 -0.852 -0.04
C 0.577 5.486 0.118 -0.03
C 0.500 4.264 0.750 -0.02
H 2.938 2.599 -0.680 0.10
H 3.186 4.770 -1.914 0.12
H 1.602 6.635 -1.376 0.11
H -0.147 6.248 0.366 0.12
H -0.249 3.983 1.474 0.14
C 0.625 -5.203 2.885 -0.11
C -0.780 -5.127 3.467 -0.27
C -1.466 -3.803 3.141 -0.34
S -1.125 -2.455 4.302 0.91
O 0.285 -2.622 4.802 -0.52
C -2.152 -3.032 5.673 -0.34
C -1.984 -2.104 6.870 -0.30
C -2.530 -0.702 6.620 -0.11
H 1.099 -6.156 3.123 0.08
H 1.241 -4.400 3.283 0.04
H 0.601 -5.097 1.799 0.08
H -0.741 -5.278 4.548 0.09
H -1.395 -5.936 3.065 0.11
H -2.555 -3.890 3.119 0.08
H -1.136 -3.424 2.171 0.06
H -1.842 -4.051 5.909 0.09
H -3.186 -3.037 5.320 0.08
H -0.924 -2.060 7.127 0.10
H -2.495 -2.558 7.722 0.11
H -2.000 -0.204 5.806 0.06
H -2.427 -0.082 7.510 0.07
H -3.589 -0.735 6.354 0.08
```

The value obtained for the HOMO energy is -7.2 eV.

B.
Computed, not measured: a structure of composition C34H50N12O3RuS3, with wB97M-V/def2-TZVPD.

```
103
Properties=species:S:1:pos:R:3:lowdin_charge:R:1
Ru -0.293 0.312 -0.227 0.94
N -1.108 -0.347 3.418 0.14
C -0.137 -1.157 2.893 -0.42
N 0.422 -2.153 3.605 0.09
N 1.324 -2.687 2.807 0.08
N 1.295 -2.027 1.696 -0.09
N 0.392 -1.048 1.688 0.10
C -1.879 0.517 2.655 -0.52
N -2.966 1.107 3.106 0.03
N -3.409 1.843 2.063 -0.08
N -2.620 1.694 1.050 -0.06
N -1.613 0.847 1.401 -0.09
H -1.474 -0.619 4.315 0.15
C -7.249 -1.583 1.393 -0.11
C -6.393 -2.511 0.531 -0.26
C -4.979 -2.720 1.076 -0.19
C -4.183 -1.426 1.256 -0.22
N -4.222 -0.587 0.057 0.04
C -3.305 -0.573 -0.902 -0.78
S -1.921 -1.610 -0.866 0.63
N -3.512 0.220 -1.954 0.00
C -4.557 1.225 -2.096 -0.17
C -5.871 0.700 -2.679 -0.19
C -5.800 0.241 -4.139 -0.25
C -5.098 -1.100 -4.371 -0.10
H -8.265 -1.514 1.000 0.07
H -6.843 -0.568 1.435 0.06
H -7.308 -1.957 2.419 0.08
H -6.332 -2.117 -0.488 0.08
H -6.881 -3.485 0.461 0.10
H -4.425 -3.369 0.393 0.10
H -5.035 -3.221 2.047 0.12
H -3.145 -1.667 1.461 0.07
H -4.572 -0.836 2.084 0.11
H -4.957 0.100 0.016 0.12
H -2.842 0.101 -2.693 0.06
H -4.162 2.011 -2.741 0.13
H -4.733 1.680 -1.119 0.11
H -6.598 1.513 -2.606 0.11
H -6.239 -0.129 -2.063 0.10
H -5.313 1.021 -4.736 0.10
H -6.825 0.151 -4.507 0.10
H -4.018 -1.041 -4.240 0.05
H -5.282 -1.454 -5.387 0.07
H -5.471 -1.859 -3.677 0.08
O -0.666 2.270 -1.490 -0.55
S -0.673 1.452 -2.767 0.94
C -0.976 2.648 -4.081 -0.36
C -0.786 3.997 -3.824 -0.06
C -1.111 4.921 -4.808 -0.07
C -1.619 4.490 -6.029 -0.08
C -1.816 3.136 -6.268 -0.08
C -1.495 2.207 -5.289 -0.09
C 1.026 1.133 -3.206 -0.39
C 1.313 -0.012 -3.929 -0.08
C 2.637 -0.304 -4.226 -0.07
C 3.646 0.547 -3.797 -0.08
C 3.338 1.693 -3.070 -0.09
C 2.020 1.991 -2.765 -0.08
H -0.412 4.306 -2.854 0.11
H -0.970 5.979 -4.624 0.11
H -1.871 5.214 -6.794 0.10
H -2.225 2.807 -7.216 0.11
H -1.649 1.145 -5.462 0.11
H 0.514 -0.680 -4.234 0.12
H 2.878 -1.204 -4.778 0.11
H 4.679 0.312 -4.023 0.11
H 4.129 2.354 -2.733 0.11
H 1.759 2.858 -2.170 0.11
O 1.304 -0.860 -1.106 -0.33
N 2.346 -1.269 -0.322 -0.18
C 2.113 -2.426 0.457 -0.20
C 3.375 -3.102 0.871 -0.06
C 4.551 -2.455 0.802 -0.10
C 4.649 -1.149 0.224 -0.11
C 3.530 -0.634 -0.353 -0.11
H 1.440 -3.072 -0.103 0.15
H 3.286 -4.106 1.260 0.10
H 5.452 -2.947 1.151 0.10
H 5.594 -0.630 0.147 0.09
H 3.520 0.287 -0.921 0.11
C 5.054 1.375 3.097 -0.11
C 4.885 2.147 1.787 -0.29
C 3.491 2.754 1.632 -0.32
S 2.205 1.467 1.682 0.97
O 1.407 1.712 0.408 -0.61
C 1.184 2.114 3.050 -0.31
C 0.189 3.187 2.615 -0.28
C 0.743 4.613 2.661 -0.10
H 6.097 1.088 3.242 0.07
H 4.456 0.462 3.088 0.06
H 4.753 1.986 3.954 0.08
H 5.086 1.478 0.948 0.08
H 5.613 2.960 1.745 0.11
H 3.352 3.220 0.655 0.10
H 3.304 3.485 2.418 0.08
H 1.878 2.453 3.823 0.09
H 0.662 1.233 3.419 0.05
H -0.686 3.117 3.263 0.11
H -0.149 2.960 1.605 0.07
H 1.214 4.817 3.627 0.08
H -0.062 5.335 2.523 0.08
H 1.480 4.784 1.872 0.06
```

The value obtained for the HOMO energy (spin up / spin down) is -6.7 / -6.7 eV.

Which one sits at the top of the stability order? A does.